Entry 1:
ORCA calculation (ωB97M-V/def2-TZVPD) on a molecular structure, C48H73CoN3P2SSbSi.

The geometry in XYZ format:
```
130
C48H73CoN3P2SSbSi | OMol25 | ωB97M-V/def2-TZVPD
Co 0.46985 -0.88056 -1.38087
C 4.13654 -0.95850 -1.64729
Si 2.61060 -0.78042 -0.54334
C 2.80780 -2.08814 0.82846
C 3.89451 -2.96416 0.80245
C 4.10861 -3.89168 1.81199
C 3.24615 -3.93582 2.89486
C 2.16447 -3.06923 2.94576
C 1.91111 -2.16748 1.91221
P 0.45793 -1.03581 1.88389
C 0.62049 -0.18500 3.53616
C 2.04699 0.27521 3.83848
C 2.15918 0.72784 5.30004
C 0.89788 1.47190 5.77017
C 0.19756 2.11594 4.57968
C -0.33000 1.02968 3.63336
C -1.07184 -2.08341 2.11955
C -1.30370 -2.87306 3.42914
C -2.29218 -2.17511 4.36063
C -3.68459 -2.07170 3.72508
C -3.59629 -1.89223 2.20102
C -2.29606 -1.19248 1.81876
C 2.88529 0.82987 0.39742
C 4.06731 1.07580 1.09520
C 4.24231 2.24470 1.81717
C 3.20931 3.16936 1.86785
C 2.02751 2.93969 1.17747
C 1.85880 1.77654 0.42239
P 0.53042 1.46320 -0.82759
C 1.20569 2.75767 -2.04574
C 0.98932 4.23890 -1.67598
C -0.22429 4.89318 -2.33154
C -0.17918 4.75105 -3.84729
C -0.13123 3.27498 -4.22094
C 1.06020 2.57972 -3.56593
C -1.10508 1.96743 -0.10656
C -1.27590 3.21299 0.77033
C -2.62601 3.14673 1.51321
C -3.71404 2.43413 0.69859
C -3.47103 2.66610 -0.78576
C -2.17673 1.96286 -1.21421
H 5.03272 -0.77426 -1.05021
H 4.24363 -1.94717 -2.09861
H 4.12404 -0.21755 -2.44875
H 4.59633 -2.92638 -0.02127
H 4.95673 -4.56245 1.76316
H 3.41853 -4.63298 3.70442
H 1.52875 -3.09416 3.81790
H 0.34092 -0.92553 4.29582
H 2.77604 -0.50954 3.63821
H 2.29350 1.10271 3.17417
H 2.33772 -0.13861 5.94147
H 3.03426 1.37430 5.40062
H 0.20356 0.77335 6.24763
H 1.15289 2.21550 6.52585
H -0.62821 2.75178 4.90471
H 0.90459 2.76378 4.05226
H -1.31147 0.70449 3.98796
H -0.48000 1.45183 2.63746
H -0.99618 -2.80143 1.29702
H -1.70425 -3.86006 3.17518
H -0.37530 -3.06155 3.95899
H -2.34982 -2.71320 5.30799
H -1.91795 -1.17728 4.60241
H -4.26504 -2.96748 3.95341
H -4.22394 -1.23195 4.16782
H -3.63832 -2.86581 1.70619
H -4.45727 -1.32721 1.83694
H -2.28888 -0.91016 0.76216
H -2.23035 -0.25072 2.37279
H 4.85887 0.33414 1.08629
H 5.16545 2.42726 2.35151
H 3.32065 4.08087 2.44085
H 1.26396 3.69803 1.23401
H 2.26123 2.54152 -1.84799
H 0.95048 4.37982 -0.59996
H 1.87957 4.78072 -2.01491
H -1.15101 4.44724 -1.95892
H -0.25331 5.94728 -2.04788
H -1.04440 5.23418 -4.30458
H 0.71099 5.25663 -4.23515
H -1.07646 2.81570 -3.92017
H -0.05778 3.15425 -5.30508
H 1.11078 1.52684 -3.82631
H 1.95912 3.03197 -4.00101
H -1.29337 1.10189 0.54207
H -0.48869 3.28838 1.51468
H -1.22560 4.11481 0.15748
H -2.48895 2.63954 2.47102
H -2.94802 4.16417 1.74379
H -3.69257 1.35669 0.89800
H -4.70250 2.78337 0.99791
H -4.30412 2.30353 -1.39077
H -3.39581 3.74180 -0.97177
H -2.40798 0.92896 -1.46771
H -1.79217 2.44277 -2.11652
N -1.33123 0.21889 -4.03890
C -0.18599 -0.32887 -4.57268
C -0.03075 -0.42433 -5.96231
C 1.14551 -0.92164 -6.46721
C 2.14683 -1.32059 -5.58253
C 1.89234 -1.22379 -4.23481
N 0.74391 -0.76065 -3.71169
H -1.86145 0.79853 -4.67096
H -1.19451 0.64035 -3.12965
H -0.82568 -0.08619 -6.61366
H 1.29351 -0.98938 -7.53670
H 3.09577 -1.69971 -5.93132
H 2.62714 -1.54566 -3.51420
C -4.05488 -1.10443 -1.70418
Sb -2.08763 -1.93248 -1.87772
C -2.50111 -3.81022 -0.93181
C -2.43728 -2.76537 -3.82134
H -4.78233 -1.89579 -1.87817
H -4.18873 -0.32886 -2.45759
H -4.22242 -0.67225 -0.71843
H -3.55008 -4.04556 -1.10834
H -2.30614 -3.82871 0.13513
H -1.88575 -4.56951 -1.41485
H -3.16516 -3.56831 -3.71204
H -1.53238 -3.17034 -4.26978
H -2.83853 -1.99386 -4.47255
S 0.83340 -5.35609 -2.62064
C 0.85021 -5.25524 -0.91805
C 0.80878 -3.95917 -0.53285
N 0.77317 -3.03576 -1.55830
C 0.77121 -3.66381 -2.70994
H 0.89041 -6.12827 -0.29016
H 0.82300 -3.63021 0.48917
H 0.72353 -3.16812 -3.66176
```

Its HOMO energy (spin up / spin down) is -10.056 / -10.019 eV. The charge is +1. The value obtained for the LUMO energy (spin up / spin down) is -0.07925 / -0.07053 hartree. The multiplicity is 2. For the total energy, the calculation gives -136883.5054 eV. The calculation puts the HOMO-LUMO gap (spin up / spin down) at 0.29029 / 0.29767 Ha. The value obtained for the energy above the lowest of the compared OMol25 structures with the same formula, charge and spin is 0.00 kcal/mol.

=====

Entry 2:
ORCA calculation (ωB97M-V/def2-TZVPD) on a molecular structure, C48H74I2KN5PS3 at a distorted geometry.

The geometry in XYZ format:
```
134
C48H74I2KN5PS3 | OMol25 | ωB97M-V/def2-TZVPD
K -0.66761 1.01474 -1.03549
C -2.08635 4.09359 0.28099
N -2.67521 2.83266 -0.13270
C -2.90077 1.97177 1.01602
C -3.44235 0.61394 0.66177
C -4.45439 0.02851 1.41850
C -4.93569 -1.21706 1.05471
C -4.41701 -1.82453 -0.07772
C -3.38722 -1.18322 -0.74600
N -2.89622 -0.01384 -0.37183
C -3.90254 3.06957 -0.87566
C -4.05165 2.20252 -2.09553
C -5.28768 2.15554 -2.73938
C -5.39716 1.45036 -3.92203
C -4.28755 0.75733 -4.38174
C -3.11629 0.83571 -3.64812
N -2.98682 1.56761 -2.55280
C -0.70598 3.98874 0.86492
C -0.27464 4.93674 1.79009
C 1.02694 4.87393 2.25466
C 1.84985 3.85716 1.79208
C 1.31895 2.94306 0.89870
N 0.07892 3.01158 0.43439
H -2.73135 4.62727 1.00194
H -1.99427 4.72352 -0.61088
H -3.59364 2.44598 1.73470
H -1.94084 1.83725 1.51760
H -4.85403 0.53488 2.28594
H -5.71290 -1.69733 1.63067
H -4.79426 -2.77242 -0.42510
H -2.92612 -1.62055 -1.62024
H -3.91482 4.10322 -1.23875
H -4.79302 2.94959 -0.23960
H -6.13418 2.68650 -2.32823
H -6.32657 1.43438 -4.47216
H -4.33635 0.17633 -5.28852
H -2.22792 0.29743 -3.95538
H -0.94412 5.70830 2.14128
H 1.39251 5.59764 2.96702
H 2.86891 3.77225 2.13299
H 1.89415 2.10075 0.54221
C 4.61188 4.66470 -1.84141
C 3.58837 4.26331 -2.88992
S 2.27111 3.15847 -2.25633
C 2.57324 1.63708 -3.20547
C 3.78580 0.85480 -2.74782
S 3.60851 0.30314 -1.01601
C 5.12466 0.98063 -0.25550
C 5.11092 2.48956 -0.07056
S 5.86074 3.37909 -1.49458
H 4.13207 4.93528 -0.90170
H 5.18451 5.51575 -2.21036
H 4.06464 3.75112 -3.72523
H 3.08138 5.15989 -3.25565
H 2.67452 1.90720 -4.25734
H 1.67181 1.03536 -3.06250
H 4.69570 1.45042 -2.80985
H 3.88364 -0.04185 -3.36303
H 5.97701 0.66033 -0.85364
H 5.17103 0.48752 0.71585
H 5.70198 2.76021 0.80718
H 4.09169 2.85496 0.04747
I -0.09871 1.23041 -6.11042
C -0.43212 3.34327 -6.02404
I -1.05732 4.05308 -4.10356
H -1.21603 3.58140 -6.73271
H 0.49206 3.83903 -6.30422
C 4.35523 -2.82865 3.40754
C 3.86643 -1.62401 4.21916
C 2.75570 -0.84950 3.49259
C 1.86791 -1.81048 2.70244
C 2.69598 -2.44566 1.56973
C 4.18470 -2.55004 1.92049
P 0.36607 -0.97501 1.92721
C -0.79480 -2.42456 1.57070
C -0.90900 -3.56591 2.60169
C -0.33034 -4.88255 2.09323
C -1.02864 -5.36403 0.82018
C -1.40862 -4.18871 -0.09056
C -0.51679 -2.97907 0.16900
C -0.58271 -0.17607 3.35345
C -0.73863 -0.93784 4.67578
C -1.11801 0.01644 5.81977
C -1.95003 1.18613 5.30577
C -1.09000 2.06621 4.39230
C -0.04934 1.22918 3.63799
H 3.78293 -3.72042 3.67009
H 5.40082 -3.03415 3.63902
H 4.69934 -0.94595 4.41487
H 3.49885 -1.96825 5.18762
H 3.18291 -0.11374 2.80716
H 2.17671 -0.30638 4.23894
H 1.52701 -2.59002 3.39121
H 2.58572 -1.85287 0.65540
H 2.31698 -3.44855 1.36975
H 4.69905 -1.62072 1.67018
H 4.64071 -3.34609 1.32991
H -1.76954 -1.91867 1.51439
H -1.96257 -3.72312 2.84103
H -0.40422 -3.30453 3.52896
H -0.43340 -5.64174 2.86933
H 0.73488 -4.75207 1.90375
H -1.92604 -5.92749 1.07875
H -0.35853 -6.04629 0.29426
H -2.44593 -3.90067 0.08911
H -1.33155 -4.49737 -1.13475
H -0.71200 -2.19225 -0.56421
H 0.52394 -3.27855 0.06680
H -1.58032 -0.05420 2.90534
H 0.18761 -1.44889 4.94325
H -1.52005 -1.68966 4.56587
H -0.21927 0.41184 6.29542
H -1.67138 -0.53407 6.58007
H -2.32411 1.77762 6.14268
H -2.81774 0.80348 4.76319
H -0.57258 2.81840 4.99002
H -1.72904 2.60223 3.68900
H 0.85602 1.16309 4.23940
H 0.22328 1.72068 2.70388
C 0.19631 -3.10241 -5.89764
C -0.18662 -3.39652 -4.43994
C -1.58426 -4.03109 -4.36742
C 0.85909 -4.31040 -3.78483
C -0.21125 -2.15085 -3.70317
N -0.23397 -1.17736 -3.10082
H 0.23254 -4.03417 -6.45781
H 1.17543 -2.62837 -5.95365
H -0.53059 -2.44316 -6.36814
H -1.57906 -4.98760 -4.88492
H -2.32574 -3.38577 -4.83525
H -1.87700 -4.20242 -3.33343
H 0.87789 -5.27035 -4.29592
H 0.61888 -4.47676 -2.73740
H 1.84893 -3.86479 -3.84979
```

Its HOMO energy is -10.276 eV. The charge is +1. The value obtained for the LUMO energy is -0.07781 hartree. For the total energy, the calculation gives -132746.4223 eV. The calculation puts the HOMO-LUMO gap at 0.29983 Ha.

=====

Entry 3:
ORCA calculation (ωB97M-V/def2-TZVPD) on 12 unconnected molecules or ions with the total composition C48H76F12N8O8 at a distorted geometry.

The geometry in XYZ format:
```
152
C48H76F12N8O8 | OMol25 | ωB97M-V/def2-TZVPD
C 0.57287 -1.78876 3.75510
C 0.95742 -0.34565 3.64229
O 0.25114 0.49402 4.51995
C -1.01904 0.78279 4.23886
O -1.64244 0.51019 3.24766
C -1.42838 1.81206 5.40538
F -1.16205 1.42850 6.64918
F -0.88122 2.97939 5.11334
F -2.78582 2.05388 5.30740
H 0.95053 -2.24400 4.66054
H 1.11392 -2.18244 2.86407
H -0.50632 -1.89896 3.71525
H 0.78790 -0.07921 2.57532
H 2.05566 -0.11194 3.83463
C -0.69618 -4.63661 -1.90633
C -1.20627 -5.97404 -1.42201
O -0.16906 -7.00884 -1.75770
C 0.23864 -7.19684 -2.99649
O -0.08734 -6.54039 -3.93216
C 1.09254 -8.50315 -3.00251
F 0.35443 -9.55520 -2.59527
F 1.49051 -8.79409 -4.27027
F 2.17784 -8.44900 -2.26378
H 0.17926 -4.37697 -1.25632
H -1.39072 -3.83722 -1.75303
H -0.40632 -4.54293 -2.94785
H -2.11633 -6.18175 -1.89832
H -1.22889 -6.12385 -0.36750
C 7.60358 2.07487 1.48951
C 8.60154 2.00492 0.36190
O 8.04547 2.49728 -0.89724
C 7.07087 1.72695 -1.43314
O 6.81625 0.63658 -1.09702
C 6.22480 2.51898 -2.51441
F 5.94641 3.73246 -2.03296
F 6.90690 2.63437 -3.66103
F 5.14204 1.82495 -2.71481
H 7.31911 3.12921 1.63582
H 8.12962 1.70643 2.35161
H 6.77798 1.44587 1.38978
H 9.11319 1.05243 0.04795
H 9.44395 2.68160 0.55606
C -2.13475 -0.92349 0.02479
C -1.76396 0.18947 -0.89364
O -1.43135 1.41173 -0.10160
C -0.17078 1.47669 0.23715
O 0.72735 0.65048 0.06372
C 0.14223 2.79519 1.02544
F 1.15056 2.62188 1.85738
F 0.43168 3.79598 0.11867
F -0.92160 3.17113 1.66668
H -2.49067 -1.75184 -0.70032
H -3.09332 -0.67090 0.57615
H -1.28050 -1.16292 0.68830
H -2.51131 0.58349 -1.61393
H -0.88009 0.02016 -1.54538
C 1.26358 -5.77197 1.18273
C 1.49828 -7.29496 0.86687
C 0.35327 -8.18968 1.45177
C 0.14566 -8.08907 2.88703
N -0.15017 -8.04069 3.98984
H 1.85531 -5.19217 0.46287
H 1.61499 -5.51410 2.18644
H 0.18968 -5.42265 1.14678
H 2.47318 -7.60696 1.32267
H 1.63847 -7.43112 -0.24226
H 0.43337 -9.20391 1.11802
H -0.65018 -7.88548 0.92182
C -3.87298 3.78681 -0.49100
C -4.67936 3.65067 0.80353
C -4.52178 2.25612 1.44560
C -5.10788 1.28161 0.53240
N -5.48034 0.46408 -0.16383
H -4.00006 4.82952 -0.67100
H -4.26274 3.14251 -1.20524
H -2.82733 3.57842 -0.21561
H -5.74000 3.70643 0.48185
H -4.42815 4.42313 1.59349
H -5.04199 2.15317 2.42792
H -3.50023 1.95874 1.62949
C -0.71515 6.05122 2.31773
C -0.99296 6.29343 3.83690
C -2.04369 7.51280 3.99088
C -3.09395 7.19991 3.01578
N -3.86448 6.76083 2.33139
H -1.54980 5.47384 1.94130
H 0.18709 5.46880 2.19675
H -0.56191 6.98391 1.76686
H -0.06031 6.67495 4.36273
H -1.34105 5.39204 4.37015
H -1.68142 8.55974 3.85263
H -2.48728 7.48999 4.99259
C -4.71569 -3.64271 -0.84721
C -5.59224 -3.84551 0.31891
C -4.81986 -3.55456 1.56813
C -3.68592 -4.52177 1.69407
N -2.87489 -5.33936 1.60001
H -3.84148 -4.35288 -0.89514
H -4.34608 -2.64593 -0.89608
H -5.30614 -3.78492 -1.79819
H -5.92485 -4.99061 0.24165
H -6.59342 -3.36577 0.22830
H -5.42952 -3.54951 2.49815
H -4.33811 -2.55463 1.41630
C -1.51859 -1.30956 -4.34590
C -0.15107 -1.24120 -4.97469
C 0.36329 0.27834 -5.18392
C 0.04369 1.26746 -4.16883
N -0.34175 1.98021 -3.31707
H -1.44557 -1.36584 -3.20900
H -2.00165 -2.19269 -4.78404
H -2.14898 -0.48320 -4.67239
H -0.12070 -1.65691 -6.01979
H 0.65155 -1.70594 -4.45263
H 0.13147 0.57676 -6.15430
H 1.41226 0.25374 -5.28007
C 2.60436 6.08849 3.11616
C 3.12008 5.91363 1.70984
C 4.27608 4.82419 1.60246
C 5.48184 5.06896 2.41734
N 6.50708 5.32989 2.86571
H 2.00601 5.25195 3.41364
H 1.91621 6.93243 3.22094
H 3.37408 6.16966 3.87036
H 3.23076 6.86839 1.13074
H 2.27429 5.48886 1.08663
H 4.48319 4.64489 0.54154
H 3.81175 3.95180 2.03470
C 5.17544 -2.62636 0.24915
C 4.30093 -1.31324 0.29344
C 3.75574 -0.77139 -1.06155
C 2.73666 -1.72548 -1.58350
N 2.00629 -2.46213 -2.10917
H 5.40891 -2.77617 1.31406
H 6.14364 -2.55793 -0.20871
H 4.64999 -3.50786 -0.14732
H 4.89312 -0.52834 0.77655
H 3.42567 -1.50332 1.01979
H 4.56561 -0.58324 -1.79921
H 3.14875 0.14989 -0.91814
C -3.75886 3.09842 -4.26907
C -4.59684 1.92942 -3.86352
C -5.42996 1.26869 -4.98701
C -4.63538 1.14422 -6.18617
N -3.84262 1.12110 -7.04240
H -3.06044 2.98426 -5.12476
H -3.15150 3.35595 -3.47351
H -4.37736 3.98001 -4.58786
H -5.21612 2.26867 -3.08177
H -4.01936 1.08019 -3.39105
H -6.29040 1.84398 -5.28759
H -5.73255 0.33169 -4.58974
```

Its HOMO energy is -11.027 eV. The charge is 0. The value obtained for the LUMO energy is 0.00883 hartree. For the total energy, the calculation gives -111915.7678 eV. The calculation puts the HOMO-LUMO gap at 0.41406 Ha.